Here is a cluster of 2 separate species, C5H10O in total from OMol25. Energies are from ωB97M-V/def2-TZVPD.

Values from the calculation:
- SMILES = C=C(C)C.C=O
- HOMO (eV) = -9.501
- spin multiplicity = 1

Last column: Mulliken charge in e.
Positions of all 16 atoms, in Å:
C1 1.6879 0.6742 -0.3614  -1.205
C2 0.2322 0.8288 -0.0105  1.194
C3 -0.5883 1.6586 -0.9608  -1.200
C4 -0.2981 0.2732 1.0788  -1.305
C5 -0.9502 -2.7666 0.5510  -0.070
O1 -1.6475 -2.9553 -0.4120  -0.407
H1 2.2272 0.0895 0.3902  0.309
H2 2.1768 1.6518 -0.4556  0.333
H3 1.7965 0.1701 -1.3303  0.307
H4 0.3135 -0.2824 1.7865  0.370
H5 -0.1668 2.6686 -1.0445  0.314
H6 -1.6256 1.7475 -0.6256  0.316
H7 -0.5865 1.2263 -1.9688  0.301
H8 -1.3558 0.3752 1.3093  0.273
H9 0.1521 -2.8764 0.5157  0.233
H10 -1.3674 -2.4832 1.5380  0.236

---

Here is a cluster of 2 separate species, C5H10O in total from OMol25. Energies are from ωB97M-V/def2-TZVPD.

Values from the calculation:
- HOMO (spin up / spin down) (eV) = -8.428 / -8.428
- spin multiplicity = 1

Last column: Mulliken charge in e.
Positions of all 16 atoms, in Å:
O1 2.2534 0.7254 -0.2561  -0.748
C1 2.0682 -0.5359 -0.0119  -0.062
C2 0.7646 -1.0593 -0.4481  -0.742
C3 -0.4052 0.3728 0.5209  -0.555
C4 -1.7023 0.0719 -0.2497  -0.478
C5 -1.5341 1.4073 0.3392  -0.440
H1 0.5654 0.8435 0.1330  0.389
H2 2.3849 -0.9593 0.9678  0.303
H3 2.5164 -1.2908 -0.7795  0.204
H4 0.3833 -2.0235 -0.1030  0.390
H5 0.4808 -0.7683 -1.4559  0.427
H6 -0.3463 -0.0308 1.5282  0.311
H7 -1.6361 -0.0290 -1.3299  0.282
H8 -2.3903 -0.6243 0.2221  0.242
H9 -1.3110 2.2441 -0.3143  0.251
H10 -2.0918 1.6561 1.2372  0.225

---

Here is a structure of composition C5H10O from OMol25. Energies are from ωB97M-V/def2-TZVPD.

Values from the calculation:
- HOMO (eV) = -8.530
- spin multiplicity = 1

Last column: Mulliken charge in e.
Positions of all 16 atoms, in Å:
C1 -1.5243 -0.4424 -1.4038  -1.156
C2 -0.9890 -0.3820 0.0238  -0.501
C3 0.3164 0.4204 0.1589  0.662
C4 0.6973 0.7056 1.6107  -1.575
C5 1.4246 -0.2585 -0.6052  -0.611
O1 2.6014 -0.2934 -0.0388  -0.366
H1 -0.7816 -0.8746 -2.0812  0.311
H2 -2.4356 -1.0470 -1.4575  0.351
H3 -1.7676 0.5618 -1.7715  0.311
H4 -1.7394 0.0717 0.6842  0.307
H5 -0.8199 -1.3981 0.4060  0.300
H6 0.1739 1.3750 -0.3775  0.244
H7 0.7705 -0.2256 2.1835  0.324
H8 1.6648 1.2110 1.6773  0.380
H9 -0.0599 1.3382 2.0853  0.394
H10 2.4685 -0.7620 -1.0943  0.625

---

Here is the molecule C5H10O from OMol25. Energies are from ωB97M-V/def2-TZVPD.

Values from the calculation:
- SMILES = OCCC1CC1
- HOMO (eV) = -9.991
- spin multiplicity = 1

Last column: Mulliken charge in e.
Positions of all 16 atoms, in Å:
O1 2.0917 0.8281 -0.1691  -0.547
C1 2.0032 -0.5698 -0.0248  -0.383
C2 0.5567 -0.8844 -0.3364  -0.657
C3 -0.4739 0.0260 0.4341  -0.253
C4 -1.8171 0.0030 -0.2222  -0.589
C5 -1.3709 1.3150 0.2958  -0.434
H1 1.1565 1.0799 -0.0092  0.427
H2 2.3144 -0.9119 0.9793  0.239
H3 2.6387 -1.1018 -0.7497  0.325
H4 0.2990 -1.9250 -0.0761  0.334
H5 0.4320 -0.7868 -1.4234  0.314
H6 -0.4199 -0.1821 1.5020  0.250
H7 -1.7228 -0.0849 -1.3038  0.229
H8 -2.6077 -0.5785 0.2208  0.268
H9 -1.2445 2.1713 -0.3630  0.270
H10 -1.8354 1.6020 1.2455  0.208

---

Here is the molecule C5H10O from OMol25. Energies are from ωB97M-V/def2-TZVPD.

Values from the calculation:
- HOMO (eV) = -8.272
- spin multiplicity = 1

Last column: Mulliken charge in e.
Positions of all 16 atoms, in Å:
C1 -1.7342 0.9411 -2.1349  -0.571
O1 -0.6875 1.1891 -1.1815  -0.110
C2 0.0342 0.1387 -0.8842  -0.559
C3 0.5744 -1.6349 1.3907  -1.015
C4 1.0458 0.5665 0.1496  -0.107
C5 0.7069 -0.1160 1.4909  -0.470
H1 -2.3788 1.8216 -2.1267  0.234
H2 -1.2916 0.8009 -3.1230  0.282
H3 -2.2883 0.0455 -1.8482  0.324
H4 1.4901 -2.0841 0.9892  0.279
H5 0.3807 -2.0747 2.3743  0.336
H6 -0.2388 -1.9110 0.7146  0.297
H7 2.0269 0.2003 -0.1834  0.274
H8 1.0999 1.6578 0.2807  0.267
H9 -0.2277 0.3106 1.8779  0.252
H10 1.4879 0.1485 2.2141  0.287

---

Here is a cluster of 2 separate species, C5H10O in total from OMol25. Energies are from ωB97M-V/def2-TZVPD.

Values from the calculation:
- SMILES = O[C@@H]1[C@H]2CC[C@@H]12.[H][H]
- HOMO (eV) = -9.256
- spin multiplicity = 1

Last column: Mulliken charge in e.
Positions of all 16 atoms, in Å:
O1 1.9155 -0.7426 0.7695  -0.490
C1 0.8041 0.1122 0.6987  0.029
C2 0.3423 0.3677 -0.6858  -0.214
C3 -0.5125 -0.4833 0.2593  -0.357
C4 -1.6311 0.5549 0.1645  -0.576
C5 -0.6826 1.4968 -0.6274  -0.752
H1 2.3481 -0.6053 1.6166  0.305
H2 1.3653 -2.5323 -0.4529  -0.205
H3 0.8189 0.9280 1.4255  0.303
H4 0.9350 0.0428 -1.5350  0.389
H5 -0.6640 -1.5578 0.2748  0.291
H6 0.8675 -2.9122 -0.8551  0.188
H7 -2.4242 0.1902 -0.4974  0.278
H8 -2.0923 0.9324 1.0850  0.280
H9 -0.3228 2.3601 -0.0545  0.242
H10 -1.0673 1.8486 -1.5857  0.289

---

Here is the molecule C5H10O from OMol25. Energies are from ωB97M-V/def2-TZVPD.

Values from the calculation:
- SMILES = CO[C@H]1C[C@H]1C
- HOMO (eV) = -9.081
- spin multiplicity = 1

Last column: Mulliken charge in e.
Positions of all 16 atoms, in Å:
C1 -0.3642 0.3641 -2.1234  -0.578
O1 0.6152 0.8189 -1.1596  -0.366
C2 1.0196 -0.2109 -0.2380  -0.323
C3 1.3242 -0.2463 1.4561  -0.698
C4 0.0164 -0.6430 0.9337  0.365
C5 -1.0919 0.3676 1.0653  -1.338
H1 -0.5483 1.1656 -2.8557  0.233
H2 -1.3304 0.1245 -1.6585  0.198
H3 -0.0378 -0.5228 -2.6938  0.303
H4 1.3803 -1.0314 -0.8616  0.378
H5 1.3766 0.6413 2.0998  0.259
H6 1.9559 -1.0469 1.8815  0.247
H7 -0.2325 -1.7023 0.9939  0.338
H8 -1.9179 0.0500 0.4288  0.254
H9 -0.6848 1.2990 0.6626  0.382
H10 -1.4804 0.5727 2.0691  0.347

---

Here is the molecule C5H10O from OMol25. Energies are from ωB97M-V/def2-TZVPD.

Values from the calculation:
- SMILES = CCC[C@H]1CO1
- HOMO (eV) = -9.881
- spin multiplicity = 1

Last column: Mulliken charge in e.
Positions of all 16 atoms, in Å:
C1 1.2732 1.3508 -0.0130  -1.117
C2 -0.2160 1.4202 -0.3554  -0.341
C3 -1.0568 0.2203 0.1467  -0.758
C4 -0.7281 -1.1731 -0.3948  0.058
C5 0.3186 -1.9566 0.2435  -0.516
O1 -0.9849 -2.3725 0.5288  -0.439
H1 1.7582 0.5057 -0.5125  0.278
H2 1.4277 1.2366 1.0672  0.286
H3 1.7959 2.2628 -0.3254  0.351
H4 -0.3392 1.5281 -1.4396  0.295
H5 -0.6362 2.3384 0.0862  0.310
H6 -2.1109 0.4387 -0.0421  0.269
H7 -0.9306 0.1512 1.2391  0.369
H8 -1.2878 -1.8190 -1.0587  0.424
H9 0.9884 -2.5928 -0.3280  0.283
H10 0.7284 -1.5388 1.1580  0.249

---

Max |F|: 0.01017 0.00875 0.00991 0.02057 0.01098 0.00700 0.05474 0.05582 (hartree/bohr)
Energy relative to the best compared isomer or geometry (same formula, charge and spin): 1.531 5.471 3.863 2.133 2.945 3.146 2.859 2.432 (eV)